(1)
81
Properties=species:S:1:pos:R:3:forces:R:3:mulliken_charge:R:1 method="wB97M-V/def2-TZVPD" relative_energy_ev=1.687 fmax_ev_per_a=3.54 total_energy_ha=-2639.8016 charge=0 homo_ev=-6.44
C -4.110 5.834 -3.231 -0.14 0.54 0.04 -1.261
C -3.558 4.486 -2.976 0.05 -1.15 -0.43 0.585
C -3.541 3.407 -3.836 0.24 0.46 0.60 -0.756
C -2.863 2.261 -3.303 0.11 1.00 0.62 -0.962
C -2.389 2.481 -2.022 -0.12 -0.05 -0.62 0.314
B -1.684 1.396 -1.019 0.79 2.66 -2.20 1.694
C -0.058 1.737 -1.048 -1.25 -0.62 0.41 0.045
C 0.486 2.702 -0.203 0.53 -0.05 -0.01 -0.956
C 1.851 2.972 -0.231 -0.22 0.33 0.24 0.347
C 2.422 3.999 0.709 -0.20 0.45 0.01 0.643
F 3.260 4.872 0.070 -0.49 -0.60 0.66 -0.283
F 1.443 4.744 1.311 1.07 -0.56 -0.36 -0.281
F 3.153 3.412 1.715 -0.35 0.51 -0.50 -0.220
C 2.705 2.299 -1.100 -0.23 -0.16 -0.06 -1.331
C 2.145 1.336 -1.928 0.15 -0.22 -0.32 0.057
C 2.995 0.505 -2.850 -0.11 0.15 -0.39 0.728
F 2.983 -0.819 -2.460 0.19 0.69 -0.37 -0.206
F 2.515 0.533 -4.134 0.61 -0.21 0.99 -0.278
F 4.297 0.897 -2.890 -0.78 -0.41 -0.05 -0.308
C 0.774 1.070 -1.926 0.62 0.05 0.03 -0.318
O -2.239 1.556 0.295 -0.24 -1.25 0.85 -0.784
C -3.253 0.560 0.381 0.40 -0.51 -0.51 1.866
C -3.343 0.140 1.846 -0.20 -0.16 -0.14 -1.543
C -4.585 1.118 -0.112 -0.25 -0.09 -0.03 -2.063
C -2.709 -0.585 -0.654 -0.35 0.54 0.33 1.628
C -1.630 -1.419 -0.020 0.36 -0.16 0.47 -1.503
C -3.761 -1.504 -1.251 -0.24 -0.04 0.07 -2.126
O -2.083 0.168 -1.669 -0.13 -1.29 0.87 -0.668
S -2.796 4.061 -1.471 -0.10 -0.03 -0.88 -0.296
H -4.663 5.871 -4.173 0.03 -0.11 0.09 0.347
H -4.786 6.138 -2.424 0.06 0.12 -0.12 0.286
H -3.299 6.569 -3.303 -0.17 0.04 0.07 0.253
H -3.995 3.436 -4.820 0.03 0.09 0.02 0.321
H -2.723 1.341 -3.864 -0.03 0.06 0.30 0.488
H -0.156 3.253 0.477 0.01 -0.12 -0.05 0.726
H 3.755 2.541 -1.152 0.08 -0.06 0.06 0.554
H 0.364 0.343 -2.624 0.00 0.03 0.18 0.510
H -3.998 -0.730 1.975 0.01 0.10 0.03 0.274
H -2.356 -0.100 2.252 -0.05 0.03 -0.10 0.010
H -3.746 0.974 2.432 0.04 -0.14 -0.08 0.494
H -5.393 0.401 0.083 0.06 0.15 -0.03 0.395
H -4.813 2.060 0.401 0.08 -0.17 0.03 0.419
H -4.557 1.338 -1.185 0.06 -0.09 0.21 0.344
H -2.018 -2.206 0.637 -0.03 0.16 0.06 0.317
H -1.007 -1.892 -0.786 -0.21 0.03 -0.07 0.426
H -0.955 -0.762 0.552 -0.19 -0.01 -0.17 -0.234
H -4.207 -2.119 -0.459 -0.07 0.08 -0.12 0.332
H -4.553 -0.955 -1.769 0.18 -0.04 0.11 0.419
H -3.293 -2.184 -1.974 0.00 0.15 0.11 0.431
C 1.701 -6.529 -2.156 -0.01 0.10 0.41 -0.803
O 0.938 -6.415 -0.938 -0.22 1.00 0.26 -0.439
C 0.852 -5.222 -0.292 0.21 -0.06 -0.21 0.688
C -0.140 -5.131 0.721 0.45 -0.51 -0.44 -0.963
C -0.277 -3.966 1.417 -0.19 0.42 0.39 -0.268
C 0.599 -2.876 1.212 -0.26 0.33 -0.44 0.617
C 0.443 -1.709 2.024 0.71 -1.34 0.58 -0.624
C 1.528 -0.973 2.532 -0.19 0.56 -0.31 0.727
C 1.260 0.152 3.361 -0.01 -0.22 0.31 -0.100
C 2.247 0.740 4.105 0.50 0.00 0.07 -1.056
C 3.586 0.276 3.985 0.34 0.17 0.40 1.059
O 4.543 0.881 4.739 -0.71 -0.83 -1.12 -0.435
C 5.898 0.433 4.500 -0.16 0.24 0.11 -0.836
C 3.879 -0.819 3.138 0.08 0.07 0.02 -0.791
C 2.872 -1.411 2.416 0.15 -0.10 0.09 -0.728
C 1.535 -2.945 0.157 0.11 -0.08 0.30 -0.547
C 1.679 -4.103 -0.583 -0.02 -0.55 -0.07 -0.659
H 1.436 -7.525 -2.514 0.23 0.21 -0.11 0.250
H 1.421 -5.763 -2.896 0.01 -0.23 0.34 0.352
H 2.774 -6.466 -1.927 -0.25 -0.06 -0.17 0.329
H -0.760 -5.999 0.940 0.13 0.24 -0.20 0.446
H -1.064 -3.851 2.172 0.31 -0.20 -0.26 0.447
H -0.536 -1.591 2.499 0.30 0.27 -0.24 0.519
H 0.227 0.492 3.425 0.21 0.05 0.08 0.357
H 2.031 1.524 4.824 0.07 0.05 -0.26 0.453
H 6.513 1.110 5.087 0.02 -0.13 -0.06 0.249
H 6.020 -0.599 4.848 0.03 0.22 -0.01 0.350
H 6.167 0.506 3.434 -0.17 0.07 0.40 0.362
H 4.883 -1.247 3.101 -0.46 0.26 -0.09 0.427
H 3.121 -2.279 1.810 -0.13 0.17 0.29 0.513
H 2.131 -2.056 -0.067 -0.17 -0.35 -0.13 0.802
H 2.462 -4.173 -1.347 -0.54 0.11 0.24 0.426

***

(2)
17
Properties=species:S:1:pos:R:3:forces:R:3:mulliken_charge:R:1 method="wB97M-V/def2-TZVPD" relative_energy_ev=1.480 fmax_ev_per_a=5.06 total_energy_ha=-638.1324 charge=-1 homo_ev=-3.52
C -1.964 1.268 1.113 -0.58 1.92 2.66 -0.333
C -0.842 1.138 0.345 -4.29 -2.36 0.71 -0.425
C -2.180 -0.566 0.112 -0.59 2.41 2.05 -0.112
C 1.423 -1.368 0.390 -1.41 -0.10 -3.43 0.573
C -0.084 -0.641 -1.125 1.01 -4.60 1.83 -1.211
N -2.787 0.188 1.037 0.55 -0.03 -0.94 -0.708
N 2.087 -0.296 0.563 0.78 0.71 3.56 -0.505
N -1.047 -0.033 -0.328 0.00 -0.26 0.04 0.267
N 2.751 0.443 -0.270 -2.05 0.06 0.29 1.154
O 2.902 1.639 -0.035 0.36 0.57 0.52 -0.698
O 1.362 -2.506 0.740 -0.25 0.52 0.42 -0.489
O 3.087 -0.083 -1.296 1.52 -0.88 -2.68 -0.629
H -2.209 2.098 1.874 0.54 -1.35 -1.52 0.309
H -0.136 1.775 0.110 3.66 2.81 -0.92 0.469
H -2.600 -1.442 -0.162 -0.72 -2.79 -1.22 0.431
H -0.318 -1.685 -1.565 0.21 2.42 0.37 0.273
H 0.554 0.072 -1.502 1.25 0.97 -1.74 0.633

***

(3)
22
Properties=species:S:1:pos:R:3:forces:R:3:mulliken_charge:R:1 method="wB97M-V/def2-TZVPD" relative_energy_ev=5.670 fmax_ev_per_a=3.28 total_energy_ha=-586.8934 charge=0 homo_ev=-9.20
C -2.822 -0.375 0.749 0.14 -0.81 0.67 -1.114
C -1.503 0.086 0.287 0.56 -0.65 -0.67 0.687
N -1.099 0.039 -0.903 0.52 0.85 -0.68 -0.193
O -2.104 -0.425 -1.713 -0.85 0.32 -3.15 -0.497
O -0.566 0.278 1.249 0.27 0.37 1.19 -0.394
N 0.658 0.831 0.876 -0.37 0.17 -0.26 0.860
N 0.905 2.089 1.172 -0.80 -0.27 0.28 -0.466
O -0.019 2.710 1.659 0.29 0.08 -0.14 -0.481
C 1.743 0.006 0.287 -0.90 0.75 0.12 0.393
C 2.122 0.595 -1.052 0.64 0.26 0.00 -1.424
C 1.251 -1.440 0.175 2.07 0.69 -2.33 -1.246
H -3.292 -1.035 -0.042 0.39 0.90 1.41 0.357
H -3.398 0.467 1.066 -0.84 0.75 -0.50 0.294
H -2.653 -0.817 1.741 -0.08 -0.70 -0.46 0.316
H -1.932 -0.124 -2.668 0.08 -0.52 2.34 0.343
H 2.575 0.193 0.962 0.16 -0.65 0.19 0.418
H 1.396 0.333 -1.787 -0.31 -0.53 -0.70 0.295
H 2.187 1.686 -1.110 0.04 -0.13 0.61 0.408
H 3.121 0.212 -1.252 0.00 -0.14 -0.57 0.401
H 2.041 -1.998 -0.426 -1.04 0.44 0.97 0.373
H 0.323 -1.459 -0.372 0.05 -0.05 -0.36 0.269
H 1.069 -1.855 1.100 -0.02 -1.12 2.04 0.403

***

Number 1: LUMO level -2.94 eV. Number 2: LUMO level 3.80 eV. Number 3: LUMO level 0.65 eV.